(1)
Molecular formula: C28H33F18N14O12S6Zn
Method: DFT, ωB97M-V/def2-TZVPD

Atoms and positions in Å:
Zn 0.21169 -1.52358 0.79189
S -0.46296 1.69781 0.81270
S 0.80261 -1.76226 3.85209
S 2.29742 -3.44435 -4.74478
S 4.89801 -3.12839 -4.82876
S 1.93795 -3.77663 2.29356
S -1.28008 0.11182 -1.29078
F -2.73825 2.80873 1.57183
F 2.14428 0.50309 3.66521
F -1.70595 1.66106 3.08665
F 0.29966 -5.29229 3.69074
F 5.16576 -0.58005 -4.17083
F -0.25753 -2.83763 -4.70986
F 0.73193 -0.71002 -2.67530
F 3.40585 -1.23958 3.70062
F 2.39561 -0.58201 5.51813
F -2.83037 0.66715 1.49758
F 1.18523 -6.27038 1.97593
F 6.55631 -1.91602 -3.18468
F 0.54645 -3.16867 -6.71311
F 0.95010 -1.33012 -5.65246
F -0.34261 0.84711 -3.66586
F 4.52166 -1.80067 -2.49896
F -0.40334 -4.81429 1.70588
F 0.95461 1.30339 -1.93235
O 0.69316 -2.67312 4.93762
O 4.89598 -4.35594 -4.10159
O 5.92164 -2.90962 -5.79996
O -0.49033 2.77579 -0.11817
O -2.29133 1.10116 -1.51022
O 2.80308 -3.93777 3.41641
O 2.18807 -3.07322 -3.35331
O -1.71780 -1.24286 -1.47246
O 2.45177 -3.95215 0.97339
O 0.61638 1.66658 1.73935
O 2.15385 -4.84259 -5.02979
O -0.34149 -0.92703 3.62272
N 2.89043 5.71509 -4.12473
N -0.52025 0.19921 0.15520
N 3.55010 -0.00996 -6.86866
N 1.11636 -2.39257 2.32866
N -1.09757 -5.08988 -2.51778
N 3.44233 5.76273 1.61788
N -1.66776 -2.38216 1.08790
N -3.42615 1.54320 -5.98931
N -4.20956 1.35642 6.72660
N -2.56024 6.28995 6.33681
N -0.09393 1.95800 5.46543
N 3.48954 -2.67868 -5.50171
N 2.20994 -0.95013 0.05296
N -6.20293 -0.93950 0.74953
C -0.60539 2.23286 6.45942
C -3.53208 -3.32773 2.60378
C -1.99971 -4.54172 -2.97994
C 3.70870 4.65533 1.71336
C -3.45916 2.20647 -5.06128
C 2.12482 4.32356 -2.07010
C -2.48610 -2.77713 1.77458
C -2.04066 5.13925 4.05887
C 3.30366 -0.63439 0.03181
C 4.71016 -0.26353 -0.05194
C -2.32864 5.79947 5.33256
C 0.68945 -5.14169 2.42148
C 2.30545 -0.68968 4.20621
C -5.71395 -1.44898 -0.15861
C 2.55476 5.10317 -3.22021
C -4.42770 1.10984 5.62843
C 0.79884 -2.65214 -5.50952
C -5.03417 -2.11011 -1.25752
C -2.05308 1.69956 1.81431
C 3.97606 3.23080 1.86254
C -4.69414 0.89835 4.21142
C -3.51875 3.09685 -3.91035
C 5.27752 -1.77221 -3.59962
C 0.10990 0.45108 -2.50127
C 2.43200 1.63783 -5.18103
C -3.18857 -3.84305 -3.45398
C 3.06967 0.70506 -6.11284
C -1.29951 2.55589 7.68429
H 3.02708 3.89797 -1.61639
H 4.81898 2.94125 1.23306
H 1.68199 4.94150 -1.29193
H -1.16100 5.62342 3.63697
H 1.48298 3.48721 -2.31639
H -4.37590 -2.64220 2.66018
H -1.98574 3.38675 7.51466
H 4.73797 0.57101 -0.75385
H -4.15183 1.66913 3.66432
H -4.39961 -0.07513 3.83271
H -2.59531 3.66198 -3.80043
H 2.74370 1.47614 -4.14926
H 1.36520 1.42665 -5.23815
H -3.15640 -3.64916 3.57104
H -3.71364 2.59474 -2.96731
H -3.29941 -3.91818 -4.53492
H -0.58503 2.88790 8.44231
H -3.91243 -4.22604 2.10604
H -1.86451 1.75613 8.15311
H -1.87075 4.07770 4.22301
H 5.22417 -1.14202 -0.44178
H 5.14210 0.04593 0.89443
H -5.75625 1.02817 4.00506
H 2.66957 2.65840 -5.47348
H -2.87560 5.27693 3.37432
H -4.34530 -1.45578 -1.78901
H -5.73453 -2.65111 -1.88963
H -3.17236 -2.82915 -3.07492
H -4.34460 -2.88346 -0.90146
H 3.12932 2.59998 1.58461
H -4.06702 -4.39027 -3.09765
H 4.21103 2.97941 2.89609
H -4.33362 3.79701 -4.10804

## Properties
2S+1   1
Orbital gap   8.01 eV
Energy   -237344.4978 eV
Relative energy (zero: lowest compared OMol25 entry of this formula, charge and spin)   6.0 kcal/mol
Molecular weight   1357.41 g/mol
Net charge   -1



(2)
Molecular formula: C28H33ORuSi3
Method: DFT, ωB97M-V/def2-TZVPD

Atoms and positions in Å:
Ru 0.15968 -0.34466 0.64100
Si 0.26941 -0.68487 -1.85198
Si -0.97641 1.80166 1.06005
Si 0.91968 0.09207 3.04180
O -1.45710 -1.87957 1.23527
C -1.32922 -0.64235 -2.79714
C -2.39846 -1.48801 -2.47303
C -0.29293 3.19786 0.01051
C 3.42161 1.91576 -2.60943
C 1.64857 0.26986 -2.64562
C 2.03444 -0.07773 -3.94760
C 0.78623 -1.58727 3.90728
C -0.22502 1.38421 3.76838
C 0.18291 -3.58412 -1.64906
C -0.28534 1.63211 5.14180
C 3.09339 0.56241 -4.56907
C -1.76024 3.20883 3.41235
C -1.53092 0.31450 -3.79706
C 3.78882 1.56093 -3.89807
C -3.61397 -1.39495 -3.12683
C 2.69568 0.70695 3.00877
C -1.07088 2.65607 5.64389
C 2.36009 1.27193 -1.98999
C -1.80783 3.45151 4.77450
C -0.97683 2.17227 2.89593
C -3.78940 -0.43945 -4.12102
C -2.74800 0.41392 -4.45398
C 1.66700 -2.44564 -0.15263
C 0.72990 -2.37529 -1.19600
C -2.72686 1.37244 0.48810
C 0.58514 -4.79128 -1.11035
C 1.52841 -4.83472 -0.09082
C 2.06872 -3.65728 0.39907
H 0.72426 3.46559 0.29926
H -3.31193 2.29671 0.46820
H 0.16700 -5.71302 -1.49332
H 1.50420 -0.85533 -4.48720
H 2.79658 -3.67368 1.19912
H 1.83966 -5.78683 0.31658
H -2.28881 -1.86130 0.74513
H 3.37738 0.28412 -5.57525
H -2.42001 4.25503 5.16173
H 2.13424 -1.53507 0.25349
H 3.34684 0.08547 2.39128
H -2.27451 -2.24756 -1.70592
H 2.07962 1.56551 -0.98121
H -0.54163 -3.58305 -2.45404
H 3.11726 0.71696 4.01804
H -2.34974 3.83387 2.74970
H 4.61793 2.05903 -4.38245
H -1.10745 2.84083 6.70925
H 0.72637 -2.43773 3.22498
H -2.88655 1.15788 -5.22693
H 1.66875 -1.75180 4.53017
H 2.73858 1.72848 2.62763
H -4.73793 -0.36331 -4.63548
H -0.72746 0.99004 -4.06577
H -0.91306 4.08856 0.14353
H 3.95974 2.69407 -2.08497
H -3.22942 0.69547 1.18091
H -2.75653 0.94964 -0.51787
H -0.29494 2.94919 -1.05161
H -4.42430 -2.06471 -2.87118
H 0.28897 1.02535 5.83363
H -0.08862 -1.61668 4.56049
H -1.68477 -1.94984 2.17103

## Properties
2S+1   5
Orbital gap (spin up / spin down)   7.36 / 6.86 eV
<S²>   6.014
Energy   -57827.4576 eV
Molecular weight   570.90 g/mol
Net charge   +1



(3)
Molecular formula: C28H34Cl3GeN6O11PSTi
Method: DFT, ωB97M-V/def2-TZVPD

Atoms and positions in Å:
Ge -4.25842 -0.12954 -0.19337
Ti -0.88051 0.13747 0.30819
Cl -6.37703 -0.46907 -1.05050
Cl -4.14375 -2.33020 0.65118
Cl -4.83075 0.67576 1.87402
S -4.43400 2.39953 -1.15382
P -1.44660 1.97621 -3.07457
O -0.04339 -7.91388 1.50851
O -2.17169 1.40460 0.53803
O -1.53492 -1.42291 -0.37083
O -0.12723 -1.73938 -2.10626
O 3.62893 1.60542 6.73133
O -1.73279 1.03590 -1.96340
O 0.24475 1.06437 1.53161
O 1.19696 -8.11960 -0.26087
O 4.29099 -1.69425 -3.79306
O 2.29430 3.18208 5.70134
O 0.95908 -1.00476 1.51776
N -2.29823 2.73709 0.46035
N -1.70383 -0.80425 2.17398
N 1.94580 -0.79795 -2.53231
N -1.94674 0.08224 3.30057
N 0.39885 -7.48402 0.43847
N 0.58177 0.22200 -0.93803
C 0.21522 1.74760 -3.81447
C 0.50319 -5.68939 -1.19306
C 2.30741 2.03378 4.94201
C -2.65719 1.78215 -4.42942
C 1.81478 0.49408 3.19741
C -2.72623 5.46767 0.74683
C 1.87160 -1.61588 -3.72882
C -1.22488 -4.18080 0.40276
C -1.45504 3.75401 -2.61573
C 3.07690 2.89768 6.83867
C -3.40484 3.31215 -0.12818
C 2.63011 -0.45126 3.83021
C -0.83906 -2.23353 -1.06987
C 3.14251 -1.35850 -4.53563
C 1.01629 0.14715 2.01116
C -1.56751 4.86658 1.24984
C 3.11346 -1.15038 -1.73507
C 3.29214 -0.17495 5.01756
C 3.11341 1.07753 5.56672
C 0.78668 -0.65820 -1.76067
C -0.65811 -3.60687 -0.76322
C -0.00529 -6.21833 0.00602
C 4.35376 -0.94141 -2.60049
C -0.89805 -5.45215 0.77916
C 1.65593 1.77721 3.76947
C -3.62303 4.66855 0.04558
C 0.18414 -4.41795 -1.56617
C -1.37272 3.52532 1.09249
H -1.91046 -3.58570 0.98543
H -2.45821 4.05849 -2.32991
H 1.15953 -6.30140 -1.79384
H 3.18166 -0.29329 -4.81548
H -2.57975 -1.32158 2.00593
H 0.24623 0.79506 -4.33955
H -0.78090 3.90460 -1.77300
H 3.90757 -0.90925 5.51098
H 3.16785 -1.97615 -5.43634
H 2.72864 -1.42114 3.37143
H -0.49992 2.99326 1.44032
H 3.13948 -0.50528 -0.85491
H -0.82301 5.45087 1.76804
H 0.45139 2.55824 -4.49854
H -1.30206 -5.88405 1.68129
H -1.12701 4.35105 -3.46155
H 0.58461 -4.00487 -2.47825
H -2.92026 6.51617 0.89321
H 0.98855 -1.33275 -4.30273
H -2.61002 0.75114 -4.77147
H 1.02904 2.51552 3.29962
H 3.06384 -2.20071 -1.40492
H -2.83350 0.55183 3.09950
H 5.25353 -1.27309 -2.08100
H 4.43994 0.12612 -2.84922
H -3.64757 1.96232 -4.01824
H -0.99971 -1.49484 2.47278
H 1.80986 -2.68885 -3.49499
H -4.51574 5.08723 -0.38831
H 3.88383 3.64247 6.92522
H 0.93858 1.71094 -3.00123
H 2.44695 2.95662 7.74287
H -2.46305 2.45862 -5.25481
H -1.20705 0.78768 3.29822

## Properties
2S+1   4
Orbital gap (spin up / spin down)   4.78 / 6.39 eV
<S²>   3.792
Energy   -198376.4381 eV
Relative energy (zero: lowest compared OMol25 entry of this formula, charge and spin)   79.0 kcal/mol
Molecular weight   920.49 g/mol
Net charge   -1



(4)
Molecular formula: C28H34ClN4O4PSiTi
Method: DFT, ωB97M-V/def2-TZVPD

Atoms and positions in Å:
Ti -0.70660 -0.75445 -0.57787
Cl -2.79188 -1.69808 -0.10274
P -0.27339 -0.54681 2.14534
Si -1.14007 -3.92054 -1.66295
O 3.13071 1.01173 -0.56008
O -1.74286 2.43099 1.32261
O -1.45741 0.10648 -2.42004
O 0.95470 0.36302 -0.78395
N -3.00548 3.24373 -0.47661
N -1.68679 1.28368 -0.60268
N 0.74747 3.05307 -1.89608
N -0.10626 -2.61224 -1.07128
C 1.93703 0.99301 2.59856
C 0.02857 1.59213 3.99068
C 1.48118 2.70705 -0.83153
C 0.84813 2.52625 4.66772
C -2.98554 1.99381 -2.49746
C 1.87655 -2.13643 -2.54109
C -1.84534 -0.69227 3.02240
C 2.14112 2.72108 4.31954
C -3.48002 3.01680 -1.80805
C 2.10988 -3.23137 -0.39854
C 3.48832 -3.25726 -0.55047
C -2.09363 2.33282 0.14334
C -3.73964 4.11491 0.53320
C 2.08763 4.95709 -0.22099
C 2.05685 3.63181 0.12627
C 1.90393 1.23595 -0.67966
C -2.45695 -3.49355 -2.90387
C 0.58821 0.79941 2.99026
C 2.72876 1.93742 3.31382
C 3.25104 -2.12963 -2.67434
C 1.28338 -2.63464 -1.37879
C 4.00668 -2.78575 -1.71690
C 0.71842 4.34144 -2.17987
C 1.40260 5.31104 -1.37541
C 0.73578 -1.91760 2.81885
C -1.75821 -4.95469 -0.23930
C -0.17852 -5.09077 -2.75808
C -1.97776 1.10573 -1.87964
H 2.45225 3.23083 1.02376
H -3.01143 4.46845 1.22866
H 5.08696 -2.86059 -1.90986
H -2.50406 -4.48315 0.43576
H -3.24521 1.77464 -3.49602
H -0.15000 -4.80251 -3.81091
H 1.30580 6.32759 -1.71378
H 0.83801 -5.16439 -2.40805
H 4.15407 -3.71481 0.14664
H 0.69351 -1.98799 3.89871
H -0.85031 -5.17639 0.39837
H 3.78796 2.11896 3.09804
H 2.47488 0.46076 1.75339
H -4.29033 3.69404 -2.09329
H 2.65271 5.65872 0.40094
H -2.13587 -5.88792 -0.67494
H -0.57356 -6.13447 -2.67172
H 2.77935 3.36654 4.84125
H -3.32583 -3.30801 -2.34672
H 0.24043 -2.81709 2.42526
H -2.36071 -1.61413 2.79678
H 1.59049 -3.55034 0.56581
H 0.33926 3.17050 5.36651
H -1.75881 -0.72477 4.12294
H -1.06643 1.70127 4.17245
H -2.57621 -4.22010 -3.65164
H -4.32529 4.86175 0.03323
H -2.16585 -2.54188 -3.42796
H -4.49288 3.46421 1.09034
H 0.10787 4.69301 -3.09485
H -2.47918 0.18013 2.70868
H 3.59253 -1.73982 -3.59203
H 1.81232 -1.84383 2.47281
H 1.32295 -1.55362 -3.29287

## Properties
2S+1   2
Orbital gap (spin up / spin down)   6.92 / 7.93 eV
<S²>   0.753
Energy   -96550.1650 eV
Relative energy (zero: lowest compared OMol25 entry of this formula, charge and spin)   24.6 kcal/mol
Molecular weight   632.98 g/mol
Net charge   -1



(5)
Molecular formula: C28H35FNO3PS
Method: DFT, ωB97M-V/def2-TZVPD

Atoms and positions in Å:
S -5.62788 -2.27636 1.98386
P -4.88237 -2.23676 0.18587
F -0.88210 -5.88735 1.74772
O -6.43152 1.62538 -0.99281
O 1.07665 -3.83472 2.00475
O -3.49467 -4.77822 1.64287
N -1.15085 -4.56173 1.98119
C -3.54373 0.44733 -0.95771
C -4.23028 1.36683 0.14667
C 1.38160 -1.10095 0.51506
C 2.74470 -1.43785 -1.76980
C -0.75233 -2.46398 0.96757
C -1.55669 2.67503 1.04115
C -3.06096 -1.79717 0.28194
C -2.30191 5.03001 0.33710
C -0.17697 -1.23565 0.40568
C 4.10816 -0.75307 -1.35451
C 5.65771 0.33995 1.09153
C 4.83557 -0.45370 2.19732
C -2.47607 -4.16921 1.55460
C 7.21328 0.14639 0.91939
C -2.18999 -2.77979 0.91793
C -1.05523 -0.20969 -0.22412
C 2.04375 -2.12639 -0.50920
C -2.50392 -0.53783 -0.27383
C -5.78945 1.23206 0.24144
C -1.28039 3.47841 -1.33624
C -0.44652 1.09079 -0.81450
C 4.92235 1.19974 0.24276
C -1.84557 4.78765 -1.04910
C -1.12101 2.41245 -0.32128
C -2.15353 3.98876 1.35508
C -0.06170 -3.64723 1.68860
C 1.77326 -0.54892 -2.62336
C 4.02452 0.77277 -0.96827
H -0.52741 1.07001 -1.94105
H 3.02542 -2.31209 -2.43217
H -2.91735 1.08168 -1.64659
H -1.91317 5.55111 -1.85597
H -0.91904 3.29462 -2.37821
H 2.14459 -0.58319 -3.69087
H 4.41061 1.35540 -1.85582
H 2.98553 1.16257 -0.78174
H 1.63827 -1.45358 1.55776
H -6.13161 1.92440 1.06343
H -4.92830 -3.55783 -0.36176
H 0.65299 1.20388 -0.60100
H 5.47876 -0.73314 3.06610
H -1.44700 1.89802 1.82895
H 4.44411 -1.39756 1.69847
H 1.22291 -2.77055 -0.91822
H 3.93944 0.15301 2.45953
H 1.75495 -0.05235 0.44526
H 4.79224 -0.82658 -2.25159
H -6.90058 0.83491 -1.31088
H -5.57173 -1.37857 -0.71492
H 4.95193 2.30701 0.47345
H 0.71476 -0.93166 -2.66607
H 7.54414 0.64784 -0.03234
H 7.77246 0.50812 1.82191
H 4.57702 -1.40703 -0.56964
H -2.50727 4.25016 2.38214
H -2.75276 6.02670 0.54298
H 7.36139 -0.95789 0.73255
H 1.73339 0.52894 -2.33942
H 2.75516 -2.78647 0.05109
H -3.93910 2.42756 -0.09684
H -4.26355 -0.11343 -1.60188
H -3.79782 1.06969 1.14347
H -6.14929 0.20931 0.52457

## Properties
SMILES   CC(C)=CCC[C@H](C)CCc1c(Cc2ccccc2)c(CCCO)c([PH2]=S)c2c1C(=O)N(F)C2=O
2S+1   1
Orbital gap   5.89 eV
Energy   -60069.1452 eV
Molecular weight   515.63 g/mol
Net charge   0



(6)
Molecular formula: C28H35Ge2MnNO
Method: DFT, ωB97M-V/def2-TZVPD

Atoms and positions in Å:
Ge -2.30419 -0.08407 -3.40821
Ge -0.21527 1.04619 -2.17504
Mn -0.06439 0.25141 0.12778
O 0.24937 -2.07777 -0.00732
N 1.97882 0.73734 0.19688
C 3.52838 0.33581 -4.98253
C 0.17492 5.22715 -1.54987
C 2.78539 -1.25327 -0.99748
C -0.52841 2.95429 -1.98574
C -2.22999 -0.37778 0.80341
C 4.31954 0.32584 0.19424
C -3.91751 0.32069 -2.41569
C 2.20720 1.85893 0.92031
C -1.07937 5.69208 -1.92830
C -1.79485 3.43466 -2.32977
C -1.27258 1.59025 1.54278
C 1.42413 -2.49156 0.73765
C 0.45028 3.86806 -1.57675
C 1.32308 0.79437 -3.32818
C 1.27789 -0.18396 -4.32626
C -1.43628 -0.67787 1.90138
C 3.46079 2.24878 1.31901
C -0.80002 0.52637 2.33564
C 3.03007 -0.02255 -0.18137
C 2.66104 -2.51828 -0.14085
C -2.12184 1.03707 0.55216
C -1.89647 -1.97869 -3.29809
C 2.50042 1.53360 -3.16546
C 3.59393 1.30347 -3.98566
C -2.19392 0.74224 -5.15303
C 4.54346 1.45673 0.95586
C 2.36781 -0.40509 -5.15631
C -2.06447 4.79595 -2.31842
H -4.15878 1.38051 -2.41785
H -0.93298 -2.23071 -3.73346
H 2.57237 2.30055 -2.40741
H 5.14306 -0.29752 -0.12986
H 1.34126 2.45757 1.17033
H -1.34281 -1.64436 2.37043
H 4.49676 1.88743 -3.85714
H 3.58461 3.14952 1.90381
H 3.59887 -1.37333 -1.71240
H 0.94079 5.92713 -1.24129
H -2.73449 1.60971 -0.12607
H -1.93197 -2.30345 -2.25811
H -1.25097 0.52146 -5.64807
H -0.19430 0.62413 3.22428
H 4.38029 0.16483 -5.62808
H -3.01733 0.31998 -5.73636
H 2.62022 -3.38117 -0.80965
H 5.54763 1.72578 1.25776
H -3.04364 5.15594 -2.60789
H 1.87486 -1.12078 -1.57620
H 1.43357 3.53095 -1.27873
H 0.07048 -2.73952 -0.68721
H -2.32444 1.82081 -5.08304
H 1.24771 -3.46847 1.18420
H -1.29056 6.75344 -1.91339
H 2.31377 -1.15664 -5.93328
H -2.57732 2.74820 -2.62750
H 1.52112 -1.76800 1.54728
H 3.53620 -2.64483 0.50047
H -4.72364 -0.21469 -2.92501
H -1.08635 2.64216 1.69455
H -2.67470 -2.51126 -3.85048
H 0.38260 -0.77341 -4.47194
H -2.89194 -1.06317 0.29836
H -3.86196 -0.04129 -1.39289

## Properties
2S+1   6
Orbital gap (spin up / spin down)   6.48 / 5.73 eV
<S²>   8.908
Energy   -177478.6005 eV
Relative energy (zero: lowest compared OMol25 entry of this formula, charge and spin)   33.7 kcal/mol
Molecular weight   601.75 g/mol
Net charge   +2